Entry from the OMol25 dataset: a cluster of 2 separate species, C5H15N2O in total at a distorted geometry (ωB97M-V/def2-TZVPD).

Positions of all 23 atoms, in Å:
C 1.39794 1.48472 1.42228
C 0.04966 1.23925 0.71836
C -0.29782 -0.24944 0.81990
C -1.25807 -0.89300 -0.16323
C -1.84180 -0.43386 -1.27795
N -1.54999 -2.17682 0.26145
N 0.27106 1.60213 -0.72721
H 2.06226 2.16238 0.86897
H 1.22612 1.99403 2.36883
H 2.01940 0.60363 1.56253
H -0.67334 1.87909 1.20451
H -0.74020 -0.44963 1.78073
H 0.64294 -0.77001 0.73497
H -1.74482 0.57547 -1.64732
H -2.54695 -1.00868 -1.86292
H -2.18846 -2.69215 -0.31335
H -0.96787 -2.67420 0.90738
H 0.94867 0.94621 -1.12803
H 0.67337 2.53613 -0.78654
H -0.59728 1.57960 -1.26071
H 1.44540 -2.04379 -1.85310
H 2.14511 -1.79930 -0.49805
O 1.52470 -1.41175 -1.13150

As for the total energy: -10449.1505 eV. As for the energy relative to the best compared isomer or geometry (same formula, charge and spin): 136.08 kJ/mol. As for the charge: +1. As for the HOMO energy: -11.7 eV. For the HOMO-LUMO gap, the calculation gives 8.737 eV.